Here is a cluster of 9 separate species, C48H100F24N9O21S8 in total in a non-equilibrium geometry from OMol25. Energies are from ωB97M-V/def2-TZVPD.

Positions of all 210 atoms, in Å:
S 5.887 5.328 2.264
S -1.267 5.449 1.969
S -4.705 -0.441 2.589
S 5.363 -1.100 4.296
S -4.821 -2.268 0.862
S -3.306 4.169 1.118
S 3.999 6.426 3.593
S 3.270 -1.132 5.834
F 8.435 5.333 3.351
F -2.308 4.988 -1.357
F -3.592 1.204 4.327
F 1.568 -2.298 4.012
F 6.111 1.142 2.867
F -3.495 -0.823 4.918
F 0.799 -0.481 4.939
F 0.955 -2.364 6.111
F 4.716 8.196 5.490
F 2.582 7.988 5.247
F 8.180 4.063 1.684
F 7.574 -0.350 2.816
F 3.776 6.367 6.235
F -2.101 -0.197 3.374
F 5.702 -0.690 1.632
F -3.344 -4.418 0.826
F -0.933 8.018 1.468
F -1.243 7.662 3.567
F -5.379 -4.816 1.653
F -3.786 3.428 -1.463
F -4.439 5.454 -0.830
F -5.096 -4.617 -0.445
F 0.695 7.106 2.622
F 7.397 3.381 3.612
O 3.077 5.318 3.583
O -3.127 -2.355 -3.333
O -0.531 5.007 0.832
O -4.421 0.549 1.455
O -4.633 3.919 1.527
O -1.899 -3.757 -7.057
O -2.396 3.030 1.341
O 3.064 -0.096 6.849
O 5.147 -2.498 3.903
O -1.124 4.691 3.205
O 4.017 -1.520 -4.345
O 3.815 -2.404 6.331
O -3.971 -1.635 -0.109
O 6.392 6.262 1.232
O -3.434 2.721 9.003
O -6.011 -0.308 3.188
O 6.196 -0.945 5.490
O 3.815 7.452 2.537
O 4.966 4.265 1.805
O -0.527 0.000 -1.104
O -6.198 -1.971 0.568
N -4.410 -2.154 2.237
N 1.536 0.816 0.862
N 4.002 -0.338 4.479
N 5.639 5.949 3.625
N -2.703 5.747 1.680
N -1.117 2.958 7.170
N -6.060 -1.166 -3.742
N -0.140 -1.403 -6.375
N 4.712 -4.596 -4.271
C 2.651 -1.622 1.136
C 7.562 4.445 2.796
C -7.559 -3.378 -3.395
C 0.242 -0.522 -3.902
C -5.960 0.785 -1.860
C -1.649 0.676 -1.386
C 0.269 -1.069 -7.865
C -5.240 -0.084 -2.893
C -2.401 -2.420 -7.359
C 0.446 -0.293 -5.432
C 0.551 4.817 6.409
C -2.160 2.883 9.543
C -4.112 -3.025 -4.083
C 2.144 1.424 2.180
C 1.507 -1.636 5.163
C 0.336 3.316 6.600
C -2.213 -4.548 -8.141
C 2.498 -0.303 0.281
C -0.528 -0.651 0.154
C -4.623 -4.200 0.718
C -6.815 -2.126 -2.775
C 3.541 -5.618 -4.203
C 4.554 -3.558 -3.107
C -2.210 3.530 6.197
C -1.679 -1.473 -6.342
C -0.634 7.240 2.473
C -0.150 0.667 7.946
C -1.326 3.638 8.543
C 3.777 -6.856 -3.164
C 4.942 -0.526 -3.994
C -7.079 -0.422 -4.611
C 6.233 -0.201 2.759
C -3.458 4.518 -0.742
C 1.790 -0.846 -8.139
C 1.493 1.911 -0.226
C -1.260 1.388 7.105
C 7.291 -4.464 -4.803
C 1.409 2.640 2.728
C 3.749 7.343 5.283
C 3.635 -2.384 -3.304
C -5.163 -2.039 -4.713
C 6.139 -5.228 -4.088
C 0.558 -2.769 -5.920
C 0.143 0.264 1.166
C 4.603 -3.961 -5.673
C -4.299 1.921 9.897
C -2.460 -3.264 -2.487
C -3.357 -0.066 3.883
H -1.708 -4.219 -9.049
H -8.074 -3.911 -2.596
H -0.051 5.372 5.689
H 2.734 -4.962 -3.875
H -1.683 1.108 -2.386
H -7.572 -1.550 -2.244
H 1.950 -0.555 -0.627
H -6.868 1.204 -2.294
H 0.535 0.329 -3.287
H 8.168 -5.038 -4.503
H 7.581 -3.443 -4.553
H -8.319 -3.144 -4.141
H 0.513 5.242 7.411
H -1.582 2.012 9.852
H -6.871 -4.159 -3.719
H -1.911 -5.583 -7.981
H -3.174 3.101 6.468
H -1.686 -3.747 -3.084
H -3.283 -4.504 -8.346
H -7.675 0.210 -3.953
H 3.809 -6.523 -2.127
H -5.331 1.922 9.544
H -0.462 1.130 1.436
H -3.061 -4.044 -2.020
H -0.355 -0.291 -8.305
H -2.234 1.275 7.582
H 3.143 1.730 1.873
H -0.022 -1.596 -0.043
H -2.491 -0.012 -1.307
H -0.003 0.661 -5.710
H 4.725 -4.771 -6.392
H 5.441 -3.277 -5.808
H 4.552 0.149 -3.233
H 0.420 2.359 3.092
H -6.338 0.291 -0.965
H 0.264 1.149 8.832
H 1.947 3.213 3.483
H 1.585 4.918 6.079
H 1.991 -1.280 -9.118
H 3.390 -2.226 0.609
H -1.914 -1.743 -5.313
H -5.748 -2.569 -5.465
H 3.612 -3.537 -5.833
H 6.023 -6.178 -4.609
H 2.122 0.192 -8.144
H 3.392 -1.892 -2.362
H -1.893 3.295 5.181
H -0.440 -0.365 8.145
H -3.725 -3.496 -4.986
H 0.790 0.680 7.395
H -0.731 -0.858 -3.543
H 5.265 0.015 -4.883
H -0.302 3.748 8.900
H -6.385 0.177 -5.200
H 1.739 -2.208 1.251
H 0.370 -3.494 -6.712
H 7.195 -4.597 -5.880
H 3.339 -5.994 -5.205
H 5.544 -3.144 -2.915
H -2.258 -2.102 -8.392
H -1.809 4.611 8.459
H -2.055 -0.496 -6.648
H 2.168 0.744 3.032
H 1.304 3.414 1.967
H 1.502 -0.232 -5.698
H 1.293 1.523 -1.225
H -5.355 1.652 -1.595
H 0.437 2.818 5.636
H 4.698 -7.397 -3.384
H 3.408 0.221 -0.011
H -1.847 -2.782 -1.726
H 0.129 -0.240 2.133
H -4.448 -0.614 -2.364
H -2.191 3.459 10.467
H -4.608 -3.836 -3.549
H 0.932 -1.229 -3.442
H 2.459 2.400 -0.351
H 0.094 -2.036 -8.335
H 6.345 -5.474 -3.046
H -1.193 1.001 6.089
H -2.194 4.615 6.307
H 4.335 -4.188 -2.244
H -4.556 2.431 10.826
H -7.592 -1.157 -5.232
H -6.070 -2.550 -2.102
H -4.824 0.520 -3.700
H 2.991 -7.604 -3.262
H 2.727 -2.777 -3.763
H 0.146 -3.157 -4.988
H 1.602 -2.585 -5.668
H -3.885 0.918 10.003
H 5.840 -0.980 -3.575
H -1.549 -0.892 0.452
H -4.610 -1.277 -5.263
H 2.475 -1.517 -7.621
H -1.975 1.481 -0.726
H 0.661 2.561 0.045
H 1.032 2.907 7.332
H 3.072 -1.439 2.125
H -3.473 -2.374 -7.168

* lowest unoccupied orbital energy: -3.623 eV
* energy above the lowest of the compared OMol25 structures with the same formula, charge and spin: 10.848 eV
* net charge: +1